Below is C3H13CeN2O as an isolated structure at a distorted geometry, with properties calculated with ωB97M-V/def2-TZVPD.

Structure (XYZ):
```
20
Properties=species:S:1:pos:R:3:forces:R:3:lowdin_charge:R:1
C -1.8550 -1.7861 -1.7006 0.01 1.90 0.18 -0.2686
Ce -0.2611 -0.2839 -1.9470 2.45 -0.54 0.76 1.1846
N 0.8211 2.2574 -1.5329 -0.31 -1.62 -0.85 0.0280
H -1.5262 0.7896 -1.2739 -1.24 1.27 0.75 -0.1061
H 0.3278 2.5579 -0.7307 -0.33 0.49 0.94 0.0328
H -0.9370 -0.0831 -3.5902 -0.70 0.43 -2.24 -0.1632
H -2.4890 -1.8742 -2.5208 -1.04 -0.72 -1.47 -0.0012
H -2.3679 -1.1258 -0.9806 0.26 -0.84 0.69 0.0118
H -1.1772 -2.5754 -1.4967 0.12 -1.25 0.89 0.0110
H 1.8105 2.2532 -1.4140 0.62 0.30 0.26 0.0477
H 0.5714 2.8237 -2.3122 -0.12 0.67 -0.55 0.0499
C -0.1524 -0.5501 2.6802 -0.87 -0.10 -0.41 0.0244
C 0.8019 -0.2920 1.5146 -1.11 -0.19 0.86 -0.4530
N 1.9857 -0.0430 2.0218 3.10 0.95 -9.14 0.2093
O 0.5222 -0.3037 0.2561 1.11 -0.06 3.34 -0.2036
H 0.0284 -1.5496 3.1271 0.04 0.56 -0.37 0.1114
H -1.1578 -0.5403 2.2817 -0.34 -0.06 0.13 0.0843
H -0.0858 0.2185 3.4895 0.19 -0.57 -0.84 0.1126
H 2.7970 0.1273 1.2486 -2.53 -0.52 2.49 0.2164
H 2.3435 -0.0205 2.8798 0.70 -0.12 4.57 0.0717
```
Positions in Å, forces in eV/Å.

- Charge: +1
- Orbital gap (alpha / beta): 0.300 / 0.300 Eh
- E_HOMO (alpha / beta): -11.61 / -11.61 eV